# 1
61
Properties=species:S:1:pos:R:3:forces:R:3:lowdin_charge:R:1 method="wB97M-V/def2-TZVPD" e_above_lowest_kj_mol=168.60 total_charge=+1 fmax_ev_per_a=2.139 homo_ha="-0.4242 / -0.4280" multiplicity=2 s2=0.758
Ir -1.9467 0.6068 0.2654 -1.3 0.0 -1.7 1.1446
Ge 0.0271 -0.5071 -0.5934 0.4 0.1 0.3 0.7297
Si 1.5664 1.7206 -0.8377 0.0 0.1 0.1 0.5280
Si 0.1898 -1.3492 -2.9585 -0.4 0.4 0.1 0.4016
Si 1.1908 -1.9496 0.9501 -0.1 0.1 0.2 0.3385
F -4.4976 -2.7243 -0.6701 0.0 0.0 -0.1 0.2330
F -2.2427 -2.5570 -1.1738 0.0 0.0 0.0 0.1141
F -2.9480 -2.3859 0.9886 0.0 0.1 0.0 0.0996
F -3.3982 -0.7079 -0.5404 0.2 -0.1 0.0 -0.0807
O -1.2615 3.2367 -0.1362 -0.2 0.1 0.0 -0.1027
O -2.0794 -0.7699 2.8639 0.0 0.2 -0.3 0.0088
N -1.5093 2.4195 0.7756 0.7 -0.1 0.3 -0.3376
N -1.9850 0.4068 2.1628 0.2 -0.4 1.0 -0.1875
C 3.3118 1.1586 -1.1057 0.0 -0.1 0.0 -0.1887
C -2.3055 1.6042 4.2828 0.0 0.0 0.1 0.0314
C 1.4625 2.5583 0.8194 0.1 0.0 0.0 -0.1871
C -1.7601 2.7004 2.0362 -0.1 0.3 -0.1 -0.2686
C 1.3061 -1.0075 2.5590 0.1 0.1 0.1 -0.2066
C 2.8676 -2.2129 0.1730 0.1 -0.1 0.0 -0.2002
C -2.0295 1.5211 2.8279 0.1 0.0 0.1 -0.2387
C -1.1809 -0.4869 -3.8740 0.0 0.0 -0.1 -0.1971
C 0.2888 -3.5664 1.1407 -0.1 -0.1 -0.1 -0.1845
C 1.8722 -0.8525 -3.5654 0.1 -0.1 -0.1 -0.2075
C 0.0668 -3.1977 -2.9182 0.2 -0.1 0.1 -0.1823
C 0.8449 2.6231 -2.2786 0.0 -0.1 -0.1 -0.1908
C -1.7497 4.0913 2.5628 0.0 0.0 0.1 0.0043
B -3.3036 -2.1946 -0.3680 -0.1 -0.3 0.1 -1.2224
H 0.5221 -4.0107 2.1108 0.0 0.0 0.0 0.0466
H -2.3901 -1.4377 2.2080 -0.1 0.0 0.1 0.0816
H 3.7671 0.7933 -0.1867 0.0 0.1 0.0 0.0345
H 2.4761 2.7894 1.1547 0.0 0.0 0.0 0.0526
H 1.0121 2.0977 -3.2187 0.0 0.0 0.0 0.0209
H -0.2177 2.7996 -2.1433 0.0 0.0 0.0 0.0182
H -2.0936 -0.4418 -3.2793 0.0 0.0 0.0 0.0257
H 3.4933 -2.7593 0.8845 0.0 0.0 0.0 0.0499
H 2.6708 -1.1565 -2.8897 0.0 -0.1 0.0 0.0198
H -0.8836 0.5294 -4.1383 0.0 0.0 0.0 0.0309
H -2.3697 0.6236 4.7402 0.0 0.0 0.0 0.0902
H -0.1765 -3.4969 -3.9429 0.0 -0.1 0.0 0.0540
H 3.3841 -1.2883 -0.0710 0.0 0.0 0.0 -0.0008
H -1.5421 4.7879 1.7548 0.0 0.0 0.0 0.0866
H 1.3373 3.5993 -2.3426 0.0 0.0 0.0 0.0598
H -1.5220 2.1855 4.7703 0.0 0.0 0.0 0.1053
H 0.8971 3.4807 0.7036 0.0 0.1 0.1 0.0339
H 0.3324 -0.6210 2.8605 0.0 0.0 0.0 0.0020
H 0.9858 1.9505 1.5883 0.0 0.0 0.0 0.0174
H -0.7012 -3.5858 -2.2598 -0.1 0.0 0.0 0.0219
H 3.8424 2.0690 -1.4103 0.0 0.0 0.0 0.0617
H 2.0333 -1.3840 -4.5089 0.0 0.0 0.0 0.0556
H 2.8014 -2.8213 -0.7313 0.0 0.0 0.0 0.0312
H 0.5964 -4.2730 0.3678 0.0 0.0 0.0 0.0405
H 1.9992 -0.1671 2.4747 0.0 0.0 0.0 0.0275
H -0.9803 4.2039 3.3294 0.0 0.0 0.0 0.0966
H 1.0253 -3.6479 -2.6535 0.0 0.0 0.0 0.0381
H 1.6667 -1.6526 3.3636 0.0 0.0 0.0 0.0463
H 1.9562 0.2138 -3.7668 0.0 0.0 0.0 0.0207
H -2.7075 4.3573 3.0123 0.0 0.0 0.0 0.0979
H -1.4262 -1.0200 -4.7957 0.0 0.0 0.0 0.0474
H 3.4536 0.4200 -1.8854 0.0 0.0 -0.1 0.0080
H -3.2476 2.1348 4.4370 0.0 0.0 0.0 0.1124
H -0.7915 -3.4496 1.0758 0.0 0.0 0.0 0.0147

***

# 2
118
Properties=species:S:1:pos:R:3:forces:R:3:lowdin_charge:R:1 method="wB97M-V/def2-TZVPD" e_above_lowest_kj_mol=0.00 total_charge=-1 fmax_ev_per_a=6.609 homo_ha=-0.1506
Br -1.0335 -2.4608 -6.0925 0.3 0.0 0.1 0.0295
P -1.8385 -0.5219 0.6197 -6.3 -1.8 0.9 0.5339
P -1.5880 -0.2761 -6.4232 -1.4 0.2 0.0 0.2639
P 6.0978 4.0213 -4.4286 -1.0 1.2 -6.1 0.5099
P 2.3259 0.7275 6.5256 -4.9 -3.2 2.3 0.5128
P 7.6701 11.4507 -4.5410 -5.9 0.5 2.9 0.5294
P -4.6148 -6.4572 2.5942 3.9 2.5 4.2 0.5081
P -10.5410 -9.3724 6.1029 3.5 1.3 5.1 0.5138
Al -0.0907 0.6086 -8.0557 1.0 -0.1 -0.5 0.0801
O 6.8728 3.4506 -5.5606 0.5 -0.5 0.8 -0.2579
O -9.0752 -9.5702 6.2360 -0.1 -0.2 -1.0 -0.2568
O -10.6990 -7.9585 5.3357 -1.7 -1.4 -1.0 -0.2395
O 2.1301 -0.8346 6.1883 0.7 -0.1 -0.1 -0.2318
O 6.5991 10.4374 -4.7096 0.8 -0.6 -0.6 -0.2508
O -1.2712 0.4725 -4.9609 0.6 0.1 0.1 -0.5366
O -3.1330 -6.4444 2.5055 -0.2 -0.4 -0.9 -0.2549
O -1.9400 0.0399 -0.9175 3.1 0.6 1.1 -0.2502
O 7.1286 5.2212 -3.9198 -0.9 -1.6 2.5 -0.2653
O 1.2467 1.2954 7.3739 0.6 0.9 -0.2 -0.2571
O -1.1847 -0.4848 2.1033 1.7 1.3 -1.3 -0.2507
O -5.1871 -5.7599 3.9334 -0.6 -0.4 0.0 -0.2327
O 7.4375 12.3830 -5.8851 3.2 -0.8 0.0 -0.2589
O 7.2741 12.6587 -3.5431 0.4 0.5 -0.3 -0.2355
O -11.2304 -8.7382 7.4132 -0.7 -0.3 -0.2 -0.2299
O 4.9784 2.9206 -4.0809 0.8 0.7 2.3 -0.2372
O 3.5772 0.5089 -7.2080 0.5 0.7 0.0 -0.1138
O -2.3231 -1.9184 0.4639 1.1 -0.2 -0.1 -0.2509
O 4.9492 5.0538 -4.8812 0.1 0.4 0.7 -0.2250
O -5.1052 -5.1958 1.7238 -1.6 -1.8 -0.6 -0.2404
O -2.9934 0.4828 1.1496 0.3 0.6 -0.2 -0.2397
O 8.6135 10.8469 -3.3677 1.7 0.8 -1.6 -0.2457
O 1.9082 1.1051 5.0126 2.4 0.4 0.0 -0.2391
O -4.8893 -7.9909 3.1480 -1.9 0.5 -2.4 -0.2589
O -11.0981 -10.8957 6.4081 -1.4 1.0 -2.6 -0.2555
O 3.5043 0.4534 7.6509 1.3 1.5 -2.4 -0.2560
C 2.7811 0.3797 -8.3534 -0.2 -2.6 -0.4 -0.4256
C 2.5986 -1.8940 7.0183 -0.1 -0.1 0.0 -0.1059
C 4.1290 -0.2950 -8.2818 -1.3 1.6 0.2 -0.1012
C -4.1233 -4.3590 1.0883 0.3 0.1 -0.6 -0.0985
C 7.9214 11.8388 -7.1277 -0.2 -0.1 -0.2 -0.0986
C 0.6931 1.8220 4.7902 -0.2 0.6 -0.2 -0.1010
C 1.5622 -0.5639 -8.2430 0.6 1.8 0.1 -0.2904
C -0.8883 -0.3663 -1.8319 0.0 -0.2 -0.2 -0.0661
C -4.7779 -9.0422 2.1747 0.2 -0.2 0.0 -0.1055
C -10.9642 -11.8464 5.3362 0.2 -0.2 0.0 -0.1007
C -1.2066 -1.6664 2.9021 0.4 -0.4 0.2 -0.0997
C -11.7088 -9.5102 8.5112 0.0 0.1 0.1 -0.1073
C -9.5188 -7.2355 4.9851 0.4 0.2 -0.6 -0.1069
C -3.8972 1.1728 0.2923 -0.1 0.0 0.1 -0.1123
C 4.2364 1.6085 8.0946 0.0 0.1 0.3 -0.1041
C 8.2541 9.5952 -2.7826 0.2 -0.6 -0.1 -0.1074
C 4.9128 1.7112 -4.8598 0.3 -0.6 0.1 -0.0900
C 6.6000 13.8446 -3.9542 -0.1 0.1 0.1 -0.1095
C 5.1671 6.4466 -5.0870 -0.1 0.1 -0.1 -0.1060
C -5.3709 -6.4473 5.1669 0.0 0.0 0.1 -0.1088
C 8.2589 4.7899 -3.1504 0.2 0.0 -0.2 -0.1152
H 8.8030 5.6761 -2.8293 -0.1 0.0 0.0 0.0770
H -11.4317 -12.7747 5.6548 0.0 0.1 0.1 0.0860
H -3.3685 1.8626 -0.3608 0.0 0.0 -0.1 0.0810
H -4.4865 0.4702 -0.2975 0.1 0.0 -0.1 0.0911
H -0.7355 -1.4101 3.8509 0.0 0.2 -0.1 0.0832
H 5.4702 6.9344 -4.1637 0.1 0.0 0.0 0.0761
H 8.9866 11.6172 -7.0667 0.0 0.0 -0.1 0.0827
H 7.7621 12.5850 -7.9018 0.0 0.1 0.1 0.0862
H -0.1563 1.2506 5.1561 0.1 0.0 0.2 0.0913
H 1.6113 -1.1291 -9.1765 -0.4 -0.4 0.2 0.0457
H -0.8298 0.6782 -9.4948 -0.3 -0.2 0.1 -0.1341
H -10.9012 -10.0881 8.9605 0.0 -0.1 -0.1 0.0920
H 4.0842 1.1231 -4.4720 -0.1 0.2 0.1 0.0927
H -4.5708 1.7482 0.9258 0.1 -0.1 0.1 0.0843
H -11.4656 -11.4914 4.4360 0.0 -0.1 0.0 0.0835
H 4.1914 -1.3251 -7.9657 0.2 -0.2 -0.6 0.1031
H -5.7429 -5.7330 5.8999 0.0 0.2 -0.2 0.0862
H -3.4655 -3.9175 1.8290 0.0 -0.2 0.0 0.0714
H 3.5731 2.2934 8.6239 -0.1 0.0 -0.1 0.0853
H -9.9101 -12.0293 5.1259 0.0 0.1 0.0 0.0861
H 0.5909 1.9530 3.7142 0.2 -0.1 0.0 0.0897
H -1.0489 0.1371 -2.7789 0.0 0.0 0.1 0.0539
H -5.4549 -8.8715 1.3374 0.0 -0.1 0.0 0.0824
H -8.9087 -7.8008 4.2844 0.1 0.0 0.1 0.0836
H -8.9462 -6.9823 5.8741 0.0 -0.2 0.1 0.0905
H 7.3685 10.9343 -7.3823 0.0 0.0 0.1 0.0875
H 4.2250 6.8850 -5.4093 -0.1 -0.2 0.0 0.0889
H 5.8283 1.1322 -4.7532 0.0 0.1 -0.1 0.0860
H 5.0149 1.2686 8.7732 0.0 -0.1 0.0 0.0854
H 2.1478 -1.8388 8.0093 0.1 0.1 0.0 0.0917
H -12.5186 -10.1675 8.2038 0.0 -0.1 0.0 0.0798
H -0.6400 -2.4706 2.4385 -0.2 -0.1 0.0 0.0905
H -0.9198 -1.4435 -1.9917 -0.1 0.0 0.1 0.0927
H 0.3406 2.1275 -7.7083 -0.1 0.0 0.3 -0.1100
H 0.7238 2.8042 5.2561 -0.1 -0.1 0.1 0.0845
H -12.0952 -8.8142 9.2532 0.1 0.1 -0.1 0.0870
H -4.4273 -6.8532 5.5322 0.0 -0.1 -0.1 0.0915
H 8.2741 8.7927 -3.5168 -0.2 0.0 0.0 0.0825
H -3.5494 -4.9157 0.3531 0.1 0.0 0.1 0.0912
H 5.6279 13.6087 -4.3871 0.0 0.0 -0.1 0.0925
H 5.9115 6.6133 -5.8657 0.1 0.0 0.1 0.0908
H 8.9156 4.1686 -3.7614 -0.1 0.0 0.0 0.0843
H -2.2326 -1.9786 3.0855 0.0 0.0 -0.2 0.0871
H 0.0866 -0.0761 -1.4421 0.0 0.0 -0.1 0.0877
H -5.0503 -9.9759 2.6611 0.0 0.1 0.1 0.0850
H 7.9414 4.2341 -2.2672 0.1 0.0 0.0 0.0820
H 2.2995 -2.8295 6.5498 -0.1 0.1 -0.1 0.0882
H -4.6614 -3.5643 0.5772 -0.2 -0.1 0.1 0.0875
H -6.1084 -7.2401 5.0604 0.1 -0.1 0.1 0.0732
H 7.2715 9.6635 -2.3217 -0.1 0.0 -0.2 0.0935
H 4.7030 2.1208 7.2532 0.1 0.0 0.0 0.0833
H 3.6832 -1.8805 7.0946 0.0 0.0 0.1 0.0798
H 8.9976 9.3859 -2.0141 0.1 0.2 -0.1 0.0881
H 1.8072 -1.1486 -7.3538 -0.3 -0.5 -0.2 0.0394
H -2.0796 0.5948 -4.4582 -0.2 -0.2 -0.2 -0.0030
H -9.8404 -6.3150 4.5002 -0.2 -0.1 0.0 0.0923
H 4.8539 0.2306 -8.8934 0.7 -0.5 0.4 0.0937
H 6.4480 14.4556 -3.0661 0.0 -0.1 0.1 0.0863
H 4.7229 1.9390 -5.9009 0.1 0.1 0.0 0.0747
H 7.2008 14.4117 -4.6610 0.0 0.0 -0.1 0.0794
H -3.7516 -9.1119 1.8125 0.0 0.1 0.0 0.0858
H 2.6956 1.2348 -9.0262 0.2 0.2 0.3 0.1181

***

# 3
29
Properties=species:S:1:pos:R:3:forces:R:3:lowdin_charge:R:1 method="wB97M-V/def2-TZVPD" total_charge=0 fmax_ev_per_a=3.342 homo_ha="-0.1343 / -0.2130" multiplicity=2 s2=0.755
Cu 0.6116 0.7424 -0.1130 0.1 0.2 0.0 -0.0018
P -0.4833 -0.0802 -2.4072 1.1 -0.2 -0.8 0.6919
O 2.7776 -1.0251 0.4120 1.2 -1.6 0.8 -0.0847
N 0.4511 0.6475 1.8751 -0.1 0.5 2.0 -0.0653
N 0.8163 -0.3638 2.7101 -0.6 0.7 -0.2 0.0136
C -0.5357 1.4381 -3.3688 -0.1 0.3 -0.4 -0.2589
C 0.9172 -1.0623 -2.9371 0.7 -0.7 -1.3 -0.2843
C -1.9598 -1.0204 -2.8690 -0.1 0.0 -0.1 -0.2505
C 0.9384 0.0466 3.9837 -0.1 1.0 -0.4 -0.0776
C 0.6744 1.4169 3.9734 0.2 -0.3 0.1 -0.0655
C 0.3914 1.7526 2.6381 0.1 -1.7 0.4 -0.1368
C 1.6340 -0.9194 0.0831 -1.3 2.0 -2.3 -0.4436
H 0.8968 2.3413 -0.5969 0.2 0.2 -0.2 0.0737
H 0.4279 1.9685 -3.3013 -0.4 -0.3 0.0 0.0485
H 0.9857 -1.9936 -2.3431 -0.1 0.5 -0.2 0.0451
H -1.9064 -2.0162 -2.3917 -0.1 0.4 -0.2 0.0540
H -0.7512 1.2091 -4.4274 0.0 0.2 0.3 0.0502
H 0.1334 2.7103 2.2058 0.0 -0.2 0.1 0.0960
H 0.7733 2.4690 0.1699 -0.2 -0.1 -0.4 0.0732
H 0.7993 -1.3411 -4.0041 0.2 -0.2 0.2 0.0419
H -2.8370 -0.4674 -2.4882 0.3 -0.3 -0.2 0.0418
H -0.8146 0.1691 -0.9725 -1.4 0.5 1.7 -0.0830
H -1.3341 2.0847 -2.9677 0.3 -0.2 -0.1 0.0455
H 1.8628 -0.4990 -2.8262 -0.6 -0.2 0.1 0.0576
H -2.0138 -1.1225 -3.9708 -0.1 0.0 0.6 0.0539
H 0.8788 -1.7590 -0.0953 0.6 -1.4 0.6 0.0114
H 1.2230 -0.6495 4.7584 -0.1 0.2 0.0 0.1176
H 0.9213 -1.3195 2.3859 0.0 0.5 -0.2 0.1497
H 0.6987 2.1045 4.7957 0.0 0.0 0.2 0.0866